# C3H14O4

A cluster of 4 separate species, C3H14O4 in total in a non-equilibrium geometry (ωB97M-V/def2-TZVPD, the Open Molecules 2025 dataset).

Properties
LUMO level (spin up / spin down) ... -3.33 / -9.60 eV
ΔE to the lowest compared entry with this formula, charge and spin ... 30.8 kcal per mole
Expectation value of S² ... 0.7544
2S+1 ... 2
Charge ... +1
Gap between HOMO and LUMO (spin up / spin down) ... 0.39208 / 0.16193 hartree
Largest force on an atom ... 0.023 hartree/bohr

Last column: natural (NBO) charge in e.
Cartesian coordinates (Å):
C (0.624, 1.915, 0.993)  -0.539
C (-0.895, 1.454, 1.100)  0.081
C (-1.403, 0.723, -0.105)  -0.691
O (-0.892, 0.680, 2.253)  -0.285
H (1.141, 1.270, 0.305)  0.252
H (0.614, 2.925, 0.599)  0.262
H (1.116, 1.894, 1.948)  0.250
H (-1.500, 2.331, 1.411)  0.320
H (-1.936, 1.389, -0.778)  0.277
H (-0.588, 0.205, -0.629)  0.288
H (-2.146, -0.053, 0.141)  0.243
H (-1.227, -0.206, 1.944)  0.525
H (0.580, -0.222, -3.768)  0.481
H (-0.699, -1.025, -3.397)  0.489
O (-0.166, -0.248, -3.161)  -0.966
H (1.696, -1.631, 1.541)  0.480
H (0.502, -1.694, 2.497)  0.470
O (0.806, -1.991, 1.629)  -0.936
H (1.418, -2.780, -0.744)  0.468
H (1.750, -2.131, -2.099)  0.467
O (1.207, -2.806, -1.681)  -0.934


# C6H8O2

The molecule C6H8O2 in a non-equilibrium geometry (ωB97M-V/def2-TZVPD, the Open Molecules 2025 dataset).

Properties
LUMO level ... 0.78 eV
ΔE to the lowest compared entry with this formula, charge and spin ... 36.8 kcal per mole
Gap between HOMO and LUMO ... 0.38895 hartree
Largest force on an atom ... 0.046 hartree/bohr
Structure (SMILES) ... C=C1C[C@H]1CC(=O)O

Last column: natural (NBO) charge in e.
Cartesian coordinates (Å):
C (-0.464, 1.791, -1.148)  0.789
C (0.449, 0.728, -0.635)  -0.516
C (-0.387, -0.479, -0.147)  -0.248
C (-0.842, -0.609, 1.344)  -0.445
C (0.232, -1.462, 0.744)  0.014
C (1.127, -2.419, 0.976)  -0.394
H (-0.534, 3.475, -1.778)  0.495
H (1.140, 0.488, -1.472)  0.248
H (1.080, 1.093, 0.193)  0.243
H (-1.091, -0.871, -0.886)  0.239
H (-0.490, 0.205, 1.946)  0.215
H (-1.855, -0.934, 1.469)  0.232
H (1.811, -2.812, 0.222)  0.202
H (1.239, -2.831, 1.969)  0.202
O (0.232, 2.918, -1.419)  -0.678
O (-1.646, 1.720, -1.379)  -0.597


Question: Among the records above, which one has the highest largest force on an atom?
Answer: C6H8O2


Question: Which of these has the lowest largest force on an atom?
Answer: C3H14O4


Question: Which of these has the highest largest force on an atom?
Answer: C6H8O2


Question: Number 2 is which compound?
Answer: C6H8O2